[1]
DFT (the ωB97M-V functional and the def2-TZVPD basis) results for a structure of composition C11H20Cl2O5SSn in a non-equilibrium geometry.

ΔE to the lowest compared entry with this formula, charge and spin ... 120.72 kJ/mol
HOMO ... 0.50 eV
Total charge ... -2
Total energy ... -63679.9306 eV

Element x y z (Å)
C -0.6091 1.0113 -1.7125
C -1.4540 -0.1166 -1.4412
C -0.6154 -1.2678 -1.2358
C -2.9341 -0.1104 -1.4307
C 0.7502 -0.8593 -1.3939
C 0.7608 0.5619 -1.6982
C 1.9615 1.3886 -1.9856
C -1.0980 2.3656 -2.0465
C -1.1184 -2.6475 -1.0446
C 1.9422 -1.7560 -1.3710
Sn 0.0561 0.3546 0.6822
Cl -2.1101 0.4596 1.5824
Cl 0.2494 2.6540 0.7920
O 2.0681 0.3591 1.1341
H -3.3241 0.8660 -1.1145
H -3.3317 -0.8796 -0.7554
H -3.2957 -0.3182 -2.4479
H -1.9408 -2.6780 -0.3132
H -0.3169 -3.3129 -0.7024
H -1.5006 -3.0184 -2.0103
H 1.8148 -2.5625 -0.6328
H 2.8561 -1.1946 -1.1360
H 2.0560 -2.2107 -2.3691
H 2.8524 0.9990 -1.4723
H 1.8145 2.4306 -1.6724
H 2.1362 1.3612 -3.0732
H -1.9235 2.6728 -1.3876
H -1.4653 2.3410 -3.0810
H -0.2955 3.1054 -1.9654
H 2.1816 -0.5047 1.6154
O 2.9855 4.5120 0.5028
H 3.9694 4.4984 0.6200
C -1.1309 -1.1917 4.7146
S 0.3339 -0.9941 3.4394
O 1.5090 -1.0081 4.2185
O 0.1465 -1.9993 2.4616
O 0.1948 0.4302 2.8298
H -0.7631 -1.8397 5.5232
H -1.9900 -1.6674 4.2380
H -1.4216 -0.2338 5.1395



[2]
DFT (the ωB97M-V functional and the def2-TZVPD basis) results for a structure of composition C11H20I2N3ORu in a non-equilibrium geometry.

Multiplicity ... 6
ΔE to the lowest compared entry with this formula, charge and spin ... 45.42 kJ/mol
HOMO (spin up / spin down) ... 2.99 / -2.04 eV
Total charge ... -2
Total energy ... -37027.3141 eV

Element x y z (Å)
C 2.1146 -3.5247 -3.2924
I 1.9825 -2.1859 -1.2627
H 3.0603 -3.4136 -3.7955
H 1.2755 -3.3492 -3.9500
H 2.1071 -4.4770 -2.7828
C -1.5849 2.4224 -2.7041
C -0.5344 0.7954 -1.5317
N -1.6335 1.6222 -1.5526
H 0.0109 2.5195 -4.2713
I 2.2150 1.4854 0.3545
N 0.2521 1.2525 -2.5490
H -2.3895 3.0787 -2.9826
Ru 0.3188 -0.6233 -0.2436
C -1.0207 -1.8741 -0.6685
O -1.8602 -2.6861 -0.8021
C -0.4133 2.1760 -3.3337
C 1.5992 0.8393 -2.8432
H 2.2816 1.6887 -2.8795
H 1.6303 0.2606 -3.7640
H 1.9612 0.1810 -2.0406
C -2.7189 1.6851 -0.6008
H -3.6663 1.4098 -1.0925
H -2.8511 2.7176 -0.2201
H -2.5272 1.0205 0.2554
C 1.4667 -0.2184 3.5771
C 0.0343 -0.2661 3.0422
C -0.6841 -1.4115 3.7401
C -0.6953 1.0292 3.3515
N 0.0286 -0.5016 1.5310
H 1.4684 -0.0875 4.6782
H 2.0653 0.6023 3.1499
H 1.9649 -1.1724 3.3797
H -0.6370 -1.2510 4.8215
H -1.7401 -1.4382 3.4359
H -0.2030 -2.3702 3.5079
H -0.2645 1.8885 2.8241
H -1.7481 0.9282 3.0766
H -0.6650 1.2483 4.4376



Copy entry 2 word for word.
DFT (the ωB97M-V functional and the def2-TZVPD basis) results for a structure of composition C11H20I2N3ORu in a non-equilibrium geometry.

Multiplicity ... 6
ΔE to the lowest compared entry with this formula, charge and spin ... 45.42 kJ/mol
HOMO (spin up / spin down) ... 2.99 / -2.04 eV
Total charge ... -2
Total energy ... -37027.3141 eV

Element x y z (Å)
C 2.1146 -3.5247 -3.2924
I 1.9825 -2.1859 -1.2627
H 3.0603 -3.4136 -3.7955
H 1.2755 -3.3492 -3.9500
H 2.1071 -4.4770 -2.7828
C -1.5849 2.4224 -2.7041
C -0.5344 0.7954 -1.5317
N -1.6335 1.6222 -1.5526
H 0.0109 2.5195 -4.2713
I 2.2150 1.4854 0.3545
N 0.2521 1.2525 -2.5490
H -2.3895 3.0787 -2.9826
Ru 0.3188 -0.6233 -0.2436
C -1.0207 -1.8741 -0.6685
O -1.8602 -2.6861 -0.8021
C -0.4133 2.1760 -3.3337
C 1.5992 0.8393 -2.8432
H 2.2816 1.6887 -2.8795
H 1.6303 0.2606 -3.7640
H 1.9612 0.1810 -2.0406
C -2.7189 1.6851 -0.6008
H -3.6663 1.4098 -1.0925
H -2.8511 2.7176 -0.2201
H -2.5272 1.0205 0.2554
C 1.4667 -0.2184 3.5771
C 0.0343 -0.2661 3.0422
C -0.6841 -1.4115 3.7401
C -0.6953 1.0292 3.3515
N 0.0286 -0.5016 1.5310
H 1.4684 -0.0875 4.6782
H 2.0653 0.6023 3.1499
H 1.9649 -1.1724 3.3797
H -0.6370 -1.2510 4.8215
H -1.7401 -1.4382 3.4359
H -0.2030 -2.3702 3.5079
H -0.2645 1.8885 2.8241
H -1.7481 0.9282 3.0766
H -0.6650 1.2483 4.4376